No. 1
15
Properties=species:S:1:pos:R:3:forces:R:3:lowdin_charge:R:1 method="wB97M-V/def2-TZVPD" orbital_gap_ev=10.926 smiles="CC(C)NC=O" e_tot_ev=-7831.3169 homo_ev=-9.961 lumo_energy_ha=0.0355 fmax_ev_per_a=2.0 total_charge=0 de_lowest_ev=1.003
O -1.221562 -1.572367 -1.859111 0.49 -0.18 0.12 0.031
N 0.182034 -1.132093 -0.076852 -0.52 0.27 0.02 0.023
C 0.000627 0.312960 -0.204617 -0.29 0.43 0.18 -0.441
C 1.359273 1.000946 -0.259161 -0.03 0.10 -0.01 -0.067
C -0.532100 -1.960812 -0.942786 -0.27 0.16 -0.11 -0.323
C -0.800828 0.783746 1.039010 0.00 0.29 -0.24 -0.066
H 1.944474 0.699307 -1.134250 -0.21 0.02 0.09 0.079
H 1.214063 2.084519 -0.283940 0.15 -0.06 -0.02 0.076
H -0.950178 1.854468 0.934128 -0.17 0.17 0.21 0.074
H -0.373017 -3.042155 -0.765947 -0.09 0.25 0.22 0.128
H -1.789068 0.305938 1.139433 0.31 0.10 -0.32 0.086
H -0.593263 0.488447 -1.104830 0.14 0.24 0.08 0.130
H -0.277586 0.621264 2.001807 0.10 -0.01 -0.54 0.087
H 1.946364 0.745156 0.632589 -0.13 0.08 -0.14 0.080
H -0.109232 -1.189325 0.884530 0.52 -1.85 0.46 0.101

No. 2
111
Properties=species:S:1:pos:R:3:forces:R:3:lowdin_charge:R:1 method="wB97M-V/def2-TZVPD" orbital_gap_ev="4.628 / 4.900" e_tot_ev=-207687.2404 multiplicity=2 homo_ev="-1.141 / -1.372" lumo_energy_ha="0.1282 / 0.1296" fmax_ev_per_a=3.4 total_charge=-2
Rb -0.532154 -0.648604 0.800852 -0.25 0.48 0.17 0.861
As -0.044650 1.398996 -6.555410 1.67 -0.70 0.71 1.285
As 1.116609 0.243244 -3.102287 -0.60 2.25 0.56 1.337
O -2.532640 2.347672 -2.490321 0.14 1.22 -0.30 -0.023
O 3.641115 -1.512785 -5.449084 0.16 -0.85 -0.36 -0.059
O 4.003319 -0.483241 -3.452355 0.22 -0.76 -0.88 0.005
O -2.603941 -0.815596 -4.901582 1.17 2.84 -0.45 0.061
O -3.321638 1.158883 -5.788500 0.19 -1.31 0.53 -0.072
O 2.041160 -1.162003 0.390356 1.43 -0.77 -0.52 -0.284
O -1.402961 0.808451 -1.400038 0.87 0.78 -0.95 -0.118
O 2.365577 1.304522 -8.151069 0.12 -0.02 0.38 -0.044
O 3.869173 1.488034 -6.465598 0.59 -0.12 0.03 -0.091
N -1.017286 -2.117462 3.111457 -0.39 -0.71 1.19 0.040
N 3.018276 -2.011610 0.173231 -0.67 0.65 -0.04 -0.190
N 1.217842 -2.531726 3.975213 -0.77 1.95 -0.14 0.148
N 0.824657 -0.135761 3.382971 2.10 -0.80 1.56 0.114
N -3.338052 2.493379 2.216764 0.67 0.32 0.17 0.178
N -3.057333 0.072149 2.301201 -0.85 0.49 0.53 0.122
N -1.049763 1.947391 2.724704 0.80 -0.66 0.05 0.150
N -3.468796 -2.168317 3.196795 0.70 0.01 0.60 0.169
N 1.370306 2.183468 3.075438 -0.92 0.54 1.14 0.179
C 4.996861 1.763304 -7.313516 -0.20 -1.58 0.87 -0.056
C -0.593960 -4.164174 4.195806 -1.33 -0.06 -0.30 -0.091
C -3.208445 2.619089 -1.219955 0.34 -0.43 0.48 -0.006
C -3.770451 1.260603 2.394660 0.04 -0.90 0.57 -0.304
C -2.328222 -6.074304 5.147272 0.23 -0.68 1.35 -0.125
C -0.317052 -0.312221 -7.420726 -1.60 -0.64 0.94 -0.314
C 4.814390 -0.610081 5.860547 -0.64 -0.48 -0.34 -0.116
C -1.535626 1.484429 -2.420698 -0.02 -3.10 0.14 -0.499
C 1.594136 0.996344 3.585175 0.40 -1.41 -0.56 -0.294
C 0.124846 2.608784 2.756421 0.03 -0.02 -0.99 -0.288
C 4.901064 -2.702269 -1.119397 1.47 -0.12 -0.48 -0.052
C -2.862651 -4.980824 4.524056 0.25 0.28 -0.89 -0.050
C -2.038799 2.770512 2.332740 0.51 0.98 -0.28 -0.306
C -4.454528 0.335298 -6.185263 0.15 -0.27 -0.46 -0.066
C -3.803352 -0.872406 2.897872 0.96 -0.71 0.17 -0.296
C 3.723011 1.419230 5.112235 0.32 0.80 -0.67 -0.036
C 1.725244 0.763361 -5.893439 0.08 1.90 -2.85 -0.384
C 3.115004 -3.095277 0.993429 -0.01 1.26 0.82 -0.005
C 3.349396 -0.605785 -4.487244 -2.26 1.53 -0.19 -0.557
C 5.046802 -3.782004 -0.255998 -0.48 -0.24 -0.54 -0.095
C -7.381007 -0.019287 4.095396 1.48 -1.59 -0.09 -0.105
C -1.026223 1.004023 -4.942063 -1.54 -0.36 1.13 -0.406
C 1.528484 -1.183279 3.942954 -0.21 -0.82 -1.18 -0.265
C -2.008686 -4.029104 4.003349 0.87 0.46 0.33 -0.091
C 3.933574 -1.798872 -0.832488 -1.17 -0.06 1.17 -0.014
C -1.470322 4.130195 2.149138 -0.03 0.26 -0.90 -0.098
C 2.559218 -2.098125 -6.263781 3.06 -1.09 -0.49 -0.039
C 2.119796 0.198607 -4.724506 0.44 -1.27 1.49 -0.433
C 4.723556 0.773675 5.866602 -0.09 0.61 -0.26 -0.122
C -0.086628 4.000158 2.333672 -0.84 0.76 1.02 -0.107
C -2.243208 -2.683150 3.383800 0.01 0.32 -0.94 -0.279
C -6.253183 -0.855489 3.904724 -0.24 1.05 0.10 -0.024
C -6.182985 1.916514 3.271553 2.20 -0.57 -0.30 -0.028
C -5.085245 -0.316658 3.356399 -1.15 0.00 -0.30 -0.122
C 3.809658 -1.397845 5.237913 1.97 -1.19 0.80 -0.047
C -1.992762 5.389707 1.769219 -2.08 -1.94 -0.51 -0.060
C 2.840799 -0.766290 4.520685 -1.66 1.64 -0.94 -0.126
C 2.861577 0.650823 4.326718 -0.57 -0.39 1.07 -0.084
C 2.045788 1.883153 -2.362098 -1.08 -0.15 0.58 -0.262
C -7.315507 1.340313 3.798317 -0.17 0.33 -0.10 -0.136
C 2.645818 1.160843 -6.950251 -0.40 0.05 0.10 -0.601
C -2.354386 0.375512 -5.164938 -2.12 -1.39 -0.21 -0.489
C 0.171114 6.386080 2.079372 0.20 0.06 -0.41 -0.118
C -0.050786 -2.881881 3.692661 0.09 0.29 -0.24 -0.323
C 0.707263 5.158899 2.334713 1.77 -1.56 -0.44 -0.051
C 4.179679 -3.944284 0.817659 0.19 -0.54 0.28 -0.066
C -1.200154 6.474722 1.787543 1.17 1.83 0.31 -0.138
C -0.055992 -5.298192 4.831068 -0.39 0.82 0.09 -0.032
C -5.089477 1.036421 3.016450 -0.08 0.57 -0.58 -0.104
C -0.959634 -6.237802 5.358387 1.16 0.65 -0.98 -0.106
C -0.656744 1.211834 -3.666525 1.02 -0.10 1.13 -0.234
H -3.274527 1.662610 -0.658230 0.07 0.90 -0.17 0.088
H 5.513614 0.751134 -7.507642 -0.49 1.67 0.07 0.112
H 5.571542 2.400028 -6.627874 0.39 -0.20 -0.71 0.085
H 2.360818 1.590161 -1.377771 0.11 0.02 0.73 -0.013
H -2.678711 3.414979 -0.608398 -0.49 -1.06 -0.88 0.108
H 3.679541 2.537983 5.074569 -0.05 -1.16 0.07 0.117
H -1.406683 -0.394090 -7.590027 0.36 -0.29 -0.21 0.010
H 3.040058 -3.065044 -6.634462 -0.65 1.07 0.58 0.104
H -3.026111 5.460267 1.341752 0.81 -0.05 0.91 0.118
H 5.443097 1.382023 6.438901 -0.36 -0.38 -0.36 0.093
H -5.984353 2.992582 3.090724 -0.65 -0.79 0.05 0.112
H -4.207389 2.929343 -1.504933 0.01 0.25 -0.01 0.084
H 1.807185 5.004270 2.380382 -0.81 0.29 0.29 0.115
H 2.954012 2.035131 -2.922401 -0.02 0.41 -0.47 0.008
H 0.198294 -0.253235 -8.359534 0.44 -0.42 -0.29 0.007
H 2.395684 -1.508552 -7.155835 -0.45 0.35 0.15 0.070
H -5.349047 0.949401 -6.325694 0.47 0.29 0.01 0.080
H -4.162371 -0.131938 -7.156803 -0.46 0.11 0.75 0.096
H 4.348635 -4.725095 1.567102 -0.19 0.15 -0.48 0.112
H 1.341744 2.756387 -2.260189 0.92 -0.82 -0.38 0.038
H -3.918353 -4.953459 4.371956 -0.59 0.41 0.04 0.100
H 0.861223 7.222971 1.934433 -0.50 -0.04 0.31 0.094
H 5.717561 -4.563269 -0.518943 0.81 -0.40 0.19 0.085
H 5.604948 -2.447366 -1.979276 -1.15 -0.63 1.28 0.142
H -8.243572 -0.540740 4.493117 -0.28 0.53 0.03 0.082
H 3.879781 -0.892561 -1.356391 -0.61 1.00 -0.54 0.089
H -8.157066 1.975875 3.961301 -0.64 0.23 0.23 0.078
H 1.030359 -5.381406 4.990965 -0.62 0.01 -0.11 0.105
H -6.262785 -1.881652 4.208793 -0.18 -0.49 0.03 0.090
H 3.922738 -2.514204 5.325080 -0.58 1.26 -0.16 0.118
H -3.033761 -6.716255 5.649335 0.00 -0.57 -0.10 0.086
H -0.014654 -1.097396 -6.674020 -0.14 0.66 -1.19 0.045
H -1.584809 7.473318 1.638022 -0.30 0.01 -0.43 0.088
H 5.655756 -1.102790 6.337789 -0.17 0.02 0.15 0.084
H -0.476290 -7.075548 5.842980 -0.58 -0.27 0.24 0.084
H 2.433901 -3.033021 1.881783 0.58 -0.37 -1.05 0.134
H -4.690211 -0.443612 -5.433958 0.33 0.51 -0.50 0.091
H 1.699493 -2.347864 -5.687885 -0.70 0.22 0.43 0.075
H 4.720826 2.268722 -8.237075 -0.03 -0.07 0.01 0.071

No. 3
40
Properties=species:S:1:pos:R:3:forces:R:3:lowdin_charge:R:1 method="wB97M-V/def2-TZVPD" orbital_gap_ev=7.405 e_tot_ev=-34241.2511 homo_ev=-7.082 lumo_energy_ha=0.0119 fmax_ev_per_a=16.3 total_charge=0 de_lowest_ev=13.535
S 3.886868 -2.290550 2.019580 2.77 -1.18 2.56 0.739
O 1.995447 1.084890 2.709696 0.27 2.68 -8.00 -0.010
N 1.609400 -2.134160 0.930930 1.15 2.53 0.54 0.029
N -3.197094 -0.221704 -1.355114 3.00 -13.74 3.63 0.049
N 3.050875 -0.347907 0.430558 -1.60 1.39 -1.84 -0.035
C -0.090386 -0.373934 0.540564 2.97 4.08 -0.53 -0.044
C -1.897307 -0.897530 -0.839966 -2.18 7.24 0.39 -0.034
C 3.917306 1.711110 1.240379 2.04 -1.25 0.67 -0.171
C -2.751984 1.765695 -2.315875 5.42 0.26 1.50 -0.100
C -5.366477 2.246132 -2.246646 -1.11 3.95 -5.78 -0.073
C -0.479510 -2.484739 -0.247033 5.52 -8.35 1.30 -0.099
C 4.278400 0.554144 0.337301 -5.18 -7.13 13.72 -0.120
C -4.992117 1.022539 -1.926131 1.51 0.93 1.98 -0.043
C -3.565797 0.910184 -1.743914 -4.65 1.01 -2.26 -0.416
C 3.308175 1.322550 2.605583 7.12 -0.37 5.95 -0.338
C -4.377899 3.324730 -2.830670 -6.82 -0.47 2.35 -0.105
C -3.142870 3.029038 -2.546320 4.56 6.09 -3.82 -0.196
C -1.643221 -2.320428 -0.787533 0.15 10.72 1.09 -0.042
C -1.119296 0.296429 -0.183498 0.96 -10.57 -0.23 0.035
C 2.809411 -1.404339 1.294069 -2.80 0.38 -5.78 -0.880
C 0.448557 -1.676982 0.365449 -2.93 2.23 -0.09 -0.279
H 0.612279 0.400548 1.002388 -1.06 -1.40 0.29 0.100
H -2.315985 -2.778286 -1.271328 -4.31 -4.78 -3.22 0.045
H -2.338689 4.003902 -2.944397 -1.90 -3.38 1.41 0.183
H -5.693905 0.311957 -1.533668 -0.05 -0.58 -0.19 0.108
H 4.928207 2.213258 1.171742 -1.47 0.66 1.40 0.138
H 3.073210 2.289375 1.031553 -0.93 1.59 -2.24 0.090
H -4.871084 4.301537 -3.170762 1.22 -1.59 0.60 0.113
H 2.278809 0.105486 -0.127763 0.65 -1.47 1.27 0.145
H 4.837191 -0.403648 0.973343 0.41 3.45 -1.56 0.129
H -1.497905 1.172570 0.181507 -1.05 2.26 0.02 0.078
H 3.615049 2.203186 3.364372 -0.70 -1.39 -1.71 0.135
H 4.045982 0.380243 3.248866 -2.19 2.31 -2.29 0.170
H 4.577224 0.706686 -0.506335 3.22 1.57 -9.74 0.007
H 1.678390 0.757228 3.437450 -2.03 -2.81 6.56 0.021
H -3.836730 -1.105451 -1.386969 0.63 2.99 -0.16 0.180
H -1.665667 1.488713 -2.219438 -1.14 0.61 -0.47 0.130
H -0.204540 -3.689741 -0.316404 -0.07 2.91 0.44 0.178
H 1.607209 -3.031894 1.308397 0.00 -1.52 0.70 0.074
H -6.372998 2.362929 -2.753008 0.61 0.14 1.56 0.108